No. 1
{
  "formula": "H2INP2",
  "method": "wB97M-V/def2-TZVPD",
  "e_lumo_ev": [-0.8, -0.8],
  "relative_energy_kcal_mol": 34.7,
  "symbols": ["N", "P", "P", "I", "H", "H"],
  "xyz": [[-1.92262, -0.32689, 0.19574], [-3.27419, -0.86051, -0.23790], [-0.39595, -0.05512, 0.53657], [3.51586, 0.30542, -0.14440], [-0.58596, 1.27689, 0.95272], [2.66287, -0.33979, -1.30272]]
}


No. 2
{
  "formula": "C18H21N7O3S",
  "method": "wB97M-V/def2-TZVPD",
  "e_lumo_ev": 0.1,
  "smiles": "CS(=O)(=O)Cn1cnc2c(N3[C@@H]4CC[C@H]3COC4)nc(-c3cnc(N)nc3)cc21",
  "symbols": ["O", "O", "N", "N", "N", "N", "O", "C", "C", "C", "C", "C", "C", "C", "C", "C", "C", "N", "N", "N", "C", "C", "C", "C", "C", "C", "C", "C", "S", "H", "H", "H", "H", "H", "H", "H", "H", "H", "H", "H", "H", "H", "H", "H", "H", "H", "H", "H", "H", "H"],
  "xyz": [[1.99444, -4.14108, 2.06456], [1.46461, -6.22673, 1.02874], [-1.76170, -1.97695, -1.53392], [2.34668, 2.66727, 3.09816], [2.24382, 0.77020, 4.41706], [-0.21778, 0.92611, 0.35692], [-3.09751, 3.02942, -3.20636], [-1.59024, -3.22710, -1.02304], [2.62127, 1.93513, 4.08664], [1.58964, 2.12185, 2.17671], [1.52196, 0.01623, 3.51706], [0.43640, 0.13911, 1.23712], [-0.88514, 0.37758, -0.65041], [0.46092, -1.25619, 1.16684], [-1.07663, -1.06494, -0.65038], [1.20272, 0.77423, 2.31719], [-0.40351, -1.86318, 0.27231], [3.35016, 2.57996, 5.02018], [-1.40877, 1.25120, -1.61559], [-0.69287, -3.20590, 0.06716], [-2.60456, 1.84301, -3.84826], [-3.06809, 3.02560, -1.73408], [-0.15447, 2.28625, -3.08791], [-0.51340, 3.26833, -1.91056], [-1.29848, 1.35070, -3.05554], [-1.68982, 2.66778, -1.20858], [2.02767, -4.18375, -0.51242], [-0.44266, -4.31744, 0.97952], [1.32448, -4.80212, 0.95746], [-1.84394, -4.22948, -1.41523], [1.50404, 2.73152, 1.25781], [1.31316, -1.05985, 3.65181], [1.00686, -1.85251, 1.90678], [3.20395, 2.22352, 5.96338], [3.35021, 3.55924, 4.89924], [-2.40660, 2.11027, -4.90806], [-3.42602, 1.05968, -3.78298], [-3.79319, 2.25531, -1.44847], [-3.25006, 3.93139, -1.17980], [0.17593, 2.74623, -4.00580], [0.66004, 1.67181, -2.74557], [-0.65346, 4.26412, -2.34443], [0.36204, 3.43319, -1.29398], [-1.01857, 0.39728, -3.43075], [-1.71945, 2.92943, -0.16647], [1.79688, -3.09387, -0.60491], [3.09617, -4.08615, -0.36944], [1.81530, -4.73816, -1.43613], [-0.74596, -3.87107, 1.96797], [-1.10646, -5.14652, 0.75848]]
}


No. 3
{
  "formula": "C18H29NO6",
  "method": "wB97M-V/def2-TZVPD",
  "e_lumo_ev": -0.5,
  "smiles": "O=[N+]([O-])c1ccccc1.CC(C)=O.CC(C)=O.CC(C)=O.CC(C)=O",
  "relative_energy_kcal_mol": 122.1,
  "symbols": ["C", "C", "C", "C", "C", "C", "N", "O", "O", "H", "H", "H", "H", "H", "C", "C", "O", "C", "H", "H", "H", "H", "H", "H", "C", "C", "O", "C", "H", "H", "H", "H", "H", "H", "C", "C", "O", "C", "H", "H", "H", "H", "H", "H", "C", "C", "O", "C", "H", "H", "H", "H", "H", "H"],
  "xyz": [[-0.22483, 1.81088, 1.06319], [-0.41653, 1.05212, 2.27535], [0.58818, 0.28406, 2.81542], [1.76705, 0.17671, 2.18808], [1.98936, 0.83475, 0.99072], [1.01511, 1.63180, 0.42313], [2.88207, -0.59384, 2.94202], [2.68083, -1.12238, 4.05264], [3.96192, -0.64396, 2.33810], [-1.03636, 2.25632, 0.50694], [-1.33794, 1.01286, 2.83736], [0.45887, -0.33027, 3.69421], [2.96121, 0.89105, 0.52302], [1.05225, 2.03545, -0.57791], [-5.20620, -1.80695, 10.43188], [-4.81861, -2.48201, 9.11850], [-4.55624, -1.82377, 8.08659], [-4.71462, -3.97853, 9.13391], [-5.19651, -0.73630, 10.22773], [-4.57667, -2.11373, 11.26716], [-6.20986, -2.21262, 10.55903], [-4.10939, -4.29803, 8.28556], [-5.68870, -4.44027, 8.97244], [-4.24407, -4.15243, 10.10161], [-1.08484, 7.38292, -5.01051], [0.12780, 8.20272, -4.99787], [1.21072, 7.91487, -4.46297], [0.18278, 9.43880, -5.91884], [-2.07631, 7.83519, -5.03370], [-0.99626, 6.81631, -4.08356], [-1.12520, 6.50040, -5.64897], [0.02735, 10.33955, -5.32506], [-0.50480, 9.36726, -6.76158], [1.07800, 9.42851, -6.54059], [-2.30643, -2.12394, -4.74156], [-3.12903, -1.71681, -3.54478], [-3.75681, -0.69844, -3.55821], [-2.90977, -2.50454, -2.23518], [-2.44172, -3.20543, -4.75363], [-1.27154, -1.82631, -4.57263], [-2.69351, -1.64781, -5.64243], [-3.46369, -2.14980, -1.36601], [-1.85861, -2.28929, -2.04330], [-2.93314, -3.58097, -2.40506], [7.41065, -4.11212, -2.67734], [6.45643, -3.94063, -3.83520], [6.87856, -3.29259, -4.83664], [5.10892, -4.53434, -3.82444], [8.16335, -3.32909, -2.58577], [7.84966, -5.10969, -2.69275], [6.87200, -4.08418, -1.73013], [4.67232, -4.75194, -4.79917], [4.25551, -4.08950, -3.31266], [5.23732, -5.49000, -3.31617]]
}


No. 4
{
  "formula": "C5H4ClI2NS",
  "method": "wB97M-V/def2-TZVPD",
  "e_lumo_ev": -0.5,
  "symbols": ["C", "C", "C", "C", "C", "N", "S", "Cl", "I", "I", "H", "H", "H", "H"],
  "xyz": [[2.41675, -0.61000, 0.03887], [1.81245, 0.43122, 0.93453], [3.65417, -0.34573, -0.43933], [2.77437, 1.41685, 1.18824], [-0.42607, -0.59266, 0.74153], [0.43708, 0.44604, 1.25982], [4.31510, 1.09251, 0.46664], [4.45848, -1.27607, -1.76930], [2.79361, 3.20959, 2.33950], [-0.15472, 1.16758, 3.07545], [1.67005, -1.24658, -0.43446], [-1.50447, -0.49002, 0.99091], [-0.45198, -0.61352, -0.39146], [-0.13286, -1.58552, 1.14691]]
}


Strongest force on any atom in eV/Å, matching the order above: 1.4; 6.8; 5.1; 2.4
Electronic energy in Ha, matching the order above: -1036.2781; -1705.6128; -1209.2729; -1701.3691
M in g/mol, matching the order above: 204.88; 415.48; 355.43; 399.42